Here is a structure of composition C47H60BrInN6O8P2S from OMol25. Energies are from the ωB97M-V functional and the def2-TZVPD basis.

Each line ends with the Löwdin charge.
Element x y z (Å)
In (-0.3350, 1.2752, -1.2814)  0.662
Br (-7.5765, -0.7827, -2.2286)  0.782
S (2.1375, 0.6395, -1.7543)  0.778
P (-1.6845, -2.0071, -0.3393)  0.481
P (-0.7219, -0.2106, 1.8925)  0.498
O (-3.0251, -2.2547, -1.1044)  -0.161
O (0.0962, 0.5103, 0.8737)  -0.303
O (0.1857, -1.2340, 2.6514)  -0.170
O (2.6290, -3.0328, 1.5008)  0.126
O (-1.3348, 0.7013, 3.0091)  -0.157
O (-2.2906, 1.6020, -0.6155)  -0.157
O (-0.7573, -1.1762, -1.1625)  -0.290
O (-1.1011, -3.3842, 0.1252)  -0.172
N (1.4194, 4.6088, 0.9817)  0.156
N (3.8930, 0.6197, 0.1845)  0.052
N (0.1764, 3.1415, -0.0943)  0.046
N (0.4369, 2.7460, -3.0919)  0.029
N (2.5038, -1.2575, 0.1073)  0.153
N (-1.3780, 0.8204, -3.2083)  0.046
C (4.6853, -2.4111, 0.4980)  -0.179
C (0.8913, 1.7526, -6.6306)  -0.006
C (-0.6490, 0.2666, -5.5151)  0.011
C (4.5423, 0.5209, 1.5079)  -0.140
C (-4.8698, -0.0470, -2.6509)  -0.081
C (1.8550, 4.3558, -4.1530)  -0.014
C (0.2904, 5.3090, 0.5716)  -0.191
C (-0.2350, -1.9161, 3.8926)  -0.414
C (-0.4878, 4.3739, -0.1100)  -0.226
C (3.2376, -2.2803, 0.7875)  -0.384
C (5.4950, -2.9419, 1.4998)  -0.017
C (2.8889, -0.0507, -0.3486)  -0.728
C (-3.6097, 0.4804, -2.3046)  -0.136
C (4.2098, 0.7527, 3.9753)  -0.081
C (0.6268, -1.3876, 5.0172)  -0.027
C (0.1020, 0.6394, -6.6508)  -0.038
C (-4.5432, -3.0998, 0.6812)  -0.034
C (1.0082, 2.5139, -5.4429)  -0.133
C (1.7860, 3.6888, -5.3431)  0.027
C (-3.2508, 2.0977, 3.3944)  -0.029
C (-3.4309, 1.1092, -1.0505)  -0.335
C (1.2940, 3.3351, 0.5612)  -0.161
C (7.3902, -2.7904, 0.0331)  -0.048
C (6.5760, -2.3008, -0.9807)  -0.052
C (-3.9750, -4.5087, -1.3293)  -0.030
C (-0.9196, 3.0554, 3.3165)  -0.021
C (-4.5645, 1.2348, -0.2223)  -0.002
C (-5.9254, 0.0219, -1.7865)  -0.703
C (3.5902, 0.2523, 2.6726)  -0.228
C (-5.7798, 0.6909, -0.5667)  -0.087
C (-0.1079, 6.6312, 0.7452)  0.001
C (-0.4595, -4.4176, -2.0683)  -0.030
C (-0.0919, -3.4016, 3.6613)  -0.027
C (-1.8864, 2.0412, 2.7483)  -0.413
C (-2.6011, 0.4382, -3.3235)  -0.022
C (5.2235, -2.1075, -0.7506)  -0.028
C (0.3079, 2.1064, -4.2921)  -0.173
C (1.1860, 3.8251, -3.0366)  -0.102
C (0.0311, -5.4772, 0.1671)  -0.025
C (-2.0953, -1.1572, 1.2067)  -0.180
C (-2.1281, 6.0417, -0.4751)  -0.053
C (-0.5797, 1.0020, -4.3655)  -0.195
C (6.8496, -3.1164, 1.2719)  -0.047
C (-4.1869, -3.1123, -0.7924)  -0.377
C (-1.3299, 6.9772, 0.2083)  -0.059
C (-1.7265, 4.7343, -0.6455)  0.004
C (-0.1022, -4.1916, -0.6109)  -0.396
H (-1.9711, 2.1713, 1.6687)  0.109
H (4.1880, 1.3919, -0.3941)  0.128
H (-1.2817, -0.6114, -5.5635)  0.123
H (-3.9128, 1.3293, 2.9908)  0.076
H (-3.6298, -4.4805, -2.3623)  0.089
H (0.5058, 7.3513, 1.2718)  0.121
H (0.3144, -1.8338, 5.9626)  0.098
H (-4.7742, -2.0906, 1.0293)  0.082
H (7.4813, -3.5175, 2.0535)  0.116
H (0.7534, -6.1273, -0.3283)  0.100
H (6.9948, -2.0831, -1.9547)  0.114
H (5.2022, 0.3237, 4.1306)  0.087
H (0.9425, -3.6392, 3.4041)  0.080
H (-0.9294, -5.9952, 0.2102)  0.091
H (0.0270, 0.0439, -7.5513)  0.119
H (1.2919, 4.2985, -2.0668)  0.108
H (-4.9236, -5.0453, -1.2982)  0.100
H (4.3112, 1.8401, 3.9724)  0.079
H (-3.2532, -5.0550, -0.7206)  0.077
H (-3.7367, -3.5264, 1.2831)  0.081
H (0.4170, -4.8192, -2.5789)  0.099
H (-1.6868, 7.9926, 0.3166)  0.115
H (-1.2671, -5.1388, -2.1703)  0.078
H (-3.1664, 1.9474, 4.4721)  0.096
H (-2.4083, -1.8742, 1.9666)  0.079
H (-0.8230, 2.9258, 4.3960)  0.097
H (-6.6314, 0.7907, 0.0944)  0.115
H (2.6320, 0.7481, 2.4887)  0.103
H (2.3167, 4.0519, -6.2166)  0.133
H (0.8298, -3.6406, -0.5415)  0.116
H (5.0500, -3.2091, 2.4508)  0.127
H (-5.4297, -3.7152, 0.8296)  0.102
H (2.4286, 5.2662, -4.0471)  0.118
H (4.5870, -1.7571, -1.5556)  0.117
H (2.1821, 4.9817, 1.5211)  0.172
H (-3.7014, 3.0754, 3.2141)  0.099
H (-2.9262, -0.4787, 0.9989)  0.072
H (1.4334, 2.0690, -7.5136)  0.126
H (-4.9854, -2.6297, -1.3524)  0.120
H (1.6730, -1.6464, 4.8376)  0.087
H (-0.7418, -3.4895, -2.5667)  0.076
H (3.3780, -0.8125, 2.7691)  0.093
H (3.5918, 0.4750, 4.8280)  0.073
H (-1.2793, -1.6605, 4.0900)  0.135
H (2.0142, 2.5609, 0.7775)  0.120
H (0.5324, -0.3035, 5.0964)  0.083
H (8.4481, -2.9344, -0.1482)  0.117
H (-0.3657, -3.9398, 4.5701)  0.099
H (-1.2850, 4.0647, 3.1162)  0.097
H (-0.7358, -3.7371, 2.8457)  0.070
H (-2.3366, 4.0043, -1.1613)  0.109
H (-4.9921, -0.5243, -3.6171)  0.122
H (-3.0843, 6.3603, -0.8689)  0.114
H (0.0652, 2.9374, 2.8617)  0.065
H (5.3502, -0.2099, 1.4797)  0.116
H (0.3800, -5.2841, 1.1810)  0.076
H (5.0045, 1.4972, 1.6569)  0.130
H (1.5275, -1.4750, -0.0677)  0.113
H (-4.4465, 1.7819, 0.7061)  0.111
H (-2.9526, 0.1468, -4.3136)  0.143

Calculated values
Charge ... +2
F_max ... 0.45 eV/Å
Highest occupied orbital energy ... -12.32 eV

***

Here is a structure of composition C47H60ClO4W from OMol25. Energies are from the ωB97M-V functional and the def2-TZVPD basis.

Each line ends with the Löwdin charge.
Element x y z (Å)
W (-0.0248, -1.6925, -0.7077)  2.023
Cl (1.0452, -4.9616, -0.5663)  0.713
O (0.0721, -0.6478, -2.1582)  -0.181
O (0.0266, -0.9789, 1.0088)  -0.157
O (-2.0065, -2.0310, -0.9991)  -0.331
O (1.9825, -2.0045, -0.9891)  -0.332
C (2.9632, 1.5218, -0.3663)  0.060
C (-2.9352, 1.5150, -0.5574)  0.078
C (-3.0343, -2.9474, -1.5482)  0.075
C (-3.5116, 2.8405, 1.5432)  -0.548
C (1.2555, -2.8483, 1.9406)  -0.136
C (-2.3877, -0.7829, -0.4093)  -0.230
C (1.1893, -4.0677, 2.5773)  0.014
C (1.1615, 2.4661, -3.6702)  0.058
C (-1.2247, -2.8364, 1.8821)  -0.118
C (2.6181, -2.2257, 1.6979)  -0.027
C (-2.5895, 0.3439, -1.2187)  -0.095
C (0.0258, -2.2546, 1.5701)  -0.316
C (-2.6392, -0.8176, 0.9773)  -0.137
C (-0.0031, -6.0712, 3.5414)  -0.549
C (-0.0583, 3.0427, -4.0556)  -0.117
C (-3.6421, 4.0306, 0.5928)  -0.047
C (-1.2142, 1.1152, -3.1253)  -0.128
C (-1.2326, 2.3478, -3.7670)  0.063
C (0.7264, 4.2383, -6.0907)  -0.026
C (2.6131, 0.4056, -1.1121)  -0.100
C (1.2213, 1.2401, -3.0361)  -0.121
C (-0.0436, -3.7877, -1.3043)  -0.614
C (3.1743, 1.4889, 1.0120)  -0.094
C (-2.9906, 0.3672, 1.5641)  0.068
C (2.4975, 0.5530, -2.6164)  -0.036
C (0.0181, 0.6020, -2.7940)  -0.179
C (-0.0224, -4.7226, 2.8425)  -0.108
C (-2.4150, 3.1482, 2.5801)  -0.020
C (0.6257, 5.4327, -3.8820)  -0.031
C (3.7457, 2.5339, 3.2470)  -0.049
C (2.4488, -0.7801, -0.3880)  -0.209
C (0.7306, -5.9180, 4.8854)  -0.019
C (3.5416, 2.7660, 1.7499)  -0.549
C (-2.5494, -2.0985, 1.7734)  -0.025
C (2.4025, 3.7820, 1.5544)  -0.025
C (-2.4530, 0.3472, -2.7249)  -0.031
C (0.7531, -7.0688, 2.6456)  -0.027
C (-1.4090, -6.6100, 3.8058)  -0.047
C (-3.1319, 1.5629, 0.8206)  -0.081
C (-4.8589, 2.6229, 2.2564)  -0.016
C (-1.2133, -4.0905, 2.4666)  0.062
C (2.7077, -0.8943, 0.9846)  -0.137
C (2.8283, -2.6862, -2.0008)  0.044
C (-1.4721, 4.8660, -5.1000)  -0.054
C (4.8445, 3.3274, 1.1534)  -0.020
C (3.0591, 0.2502, 1.6636)  0.075
C (-0.0574, 4.3860, -4.7762)  -0.556
H (-2.3133, 2.3571, 3.3237)  0.085
H (-1.9837, -5.9512, 4.4595)  0.097
H (0.7371, 5.1919, -6.6185)  0.100
H (-5.1374, 3.5407, 2.7734)  0.104
H (-5.6487, 2.3854, 1.5425)  0.101
H (-1.9660, -6.7753, 2.8808)  0.093
H (0.2647, 3.4962, -6.7439)  0.098
H (0.7388, -6.8794, 5.3983)  0.104
H (1.7835, -6.7604, 2.4618)  0.085
H (0.0958, 5.5476, -2.9341)  0.091
H (-2.8491, -1.8610, 2.7964)  0.152
H (-1.9951, 4.1770, -5.7659)  0.094
H (0.2486, -7.2014, 1.6867)  0.084
H (1.4659, 3.4037, 1.9706)  0.083
H (-1.0356, -4.2053, -1.1772)  0.011
H (0.6243, 6.3977, -4.3883)  0.100
H (-2.6727, 4.0658, 3.1084)  0.104
H (-3.3055, -2.8028, 1.4138)  0.142
H (3.9939, 3.4818, 3.7225)  0.101
H (-2.7052, 4.2424, 0.0722)  0.091
H (-3.9005, 4.9174, 1.1696)  0.103
H (-1.3306, -7.5731, 4.3078)  0.103
H (1.6645, 5.1766, -3.6692)  0.080
H (-4.8155, 1.8284, 3.0019)  0.085
H (-3.0721, 2.4073, -1.1529)  0.128
H (-1.4487, 3.2975, 2.0931)  0.085
H (-1.4165, 5.8268, -5.6098)  0.100
H (3.3497, 1.1409, -2.9569)  0.148
H (1.7637, 3.9470, -5.9197)  0.083
H (-2.6919, -3.2858, -2.5214)  0.119
H (0.2269, -5.1969, 5.5307)  0.100
H (-3.1768, 0.3847, 2.6299)  0.135
H (2.1184, -4.5399, 2.8725)  0.140
H (3.0956, 2.4554, -0.8994)  0.135
H (-2.0686, 5.0130, -4.1964)  0.090
H (2.6530, 4.7072, 2.0728)  0.102
H (-3.9450, -2.3626, -1.6335)  0.133
H (5.6645, 2.6158, 1.2589)  0.101
H (-3.3341, 0.8295, -3.1479)  0.150
H (0.1714, -3.7868, -2.3794)  0.053
H (-4.4348, 3.8806, -0.1423)  0.098
H (4.7410, 3.5814, 0.0980)  0.084
H (3.0961, -2.1093, 2.6720)  0.150
H (-2.1900, 2.7632, -4.0514)  0.122
H (-2.4168, -0.6667, -3.1276)  0.127
H (2.8420, 2.1555, 3.7299)  0.092
H (3.2591, 0.1811, 2.7238)  0.126
H (2.2436, 4.0237, 0.5024)  0.081
H (2.8526, -3.7382, -1.7398)  0.058
H (3.2210, -2.9656, 1.1619)  0.145
H (4.5715, 1.8483, 3.4451)  0.097
H (5.1187, 4.2383, 1.6850)  0.102
H (1.7688, -5.6080, 4.7626)  0.085
H (2.0879, 2.9832, -3.8868)  0.131
H (2.3922, -2.5273, -2.9834)  0.108
H (3.8125, -2.2347, -1.9230)  0.134
H (0.7855, -8.0380, 3.1426)  0.104
H (-2.1602, -4.5573, 2.7038)  0.128
H (-3.1642, -3.7740, -0.8546)  0.113
H (2.5682, -0.4083, -3.1241)  0.114

Calculated values
Charge ... +3
F_max ... 0.67 eV/Å
Relative energy (zero: lowest compared OMol25 entry of this formula, charge and spin) ... 0.0 kJ/mol
Highest occupied orbital energy ... -16.30 eV

***

E values (in eV) by entry order: -179661.6243, -72225.2784.
Frontier orbital gap values (in eV) by entry order: 7.46, 5.45.